No. 1
ORCA calculation (wB97M-V/def2-TZVPD) on a molecular structure, C38H67GeN3PSeW.

Last column: Mulliken charge in e.
Atoms and positions in Å:
W  1.560  -0.836  -0.009  0.372
N  0.750  0.119  1.837  0.769
C  1.472  0.408  3.102  -0.607
C  1.703  -0.872  3.891  -1.168
C  2.304  -2.004  3.060  0.640
C  3.617  -1.661  2.371  -0.968
N  3.474  -0.710  1.227  -0.436
H  0.381  1.008  1.474  -0.440
H  -0.094  -0.384  2.097  -0.708
H  0.883  1.124  3.678  0.520
H  2.414  0.902  2.873  0.204
H  0.758  -1.203  4.333  0.373
H  2.368  -0.645  4.727  0.480
H  1.578  -2.355  2.312  -0.791
H  2.485  -2.864  3.708  0.552
H  4.059  -2.574  1.974  0.417
H  4.327  -1.247  3.091  0.441
H  4.216  -0.932  0.568  0.010
H  3.737  0.229  1.518  0.355
C  2.800  3.972  2.172  -1.118
C  1.337  4.274  2.498  -0.209
C  1.060  5.774  2.363  -1.547
C  0.370  3.489  1.637  -0.026
C  0.554  3.369  0.269  -0.592
C  -0.333  2.674  -0.554  1.120
C  -0.105  2.881  -2.053  -0.036
C  -0.361  1.725  -3.021  -1.100
C  -0.851  4.139  -2.519  -1.524
C  -1.420  2.008  0.042  0.763
C  -1.705  2.235  1.406  0.682
C  -0.790  2.946  2.179  -0.498
C  -3.039  1.866  2.041  0.881
C  -2.921  1.417  3.503  -1.775
C  -3.987  3.072  1.983  -1.473
C  -2.394  1.283  -0.839  -0.399
C  -3.403  2.118  -1.327  -0.469
C  -4.353  1.701  -2.239  -1.666
C  -4.307  0.392  -2.680  -0.970
C  -3.335  -0.455  -2.182  -0.132
C  -2.355  -0.066  -1.264  0.468
P  -1.197  -1.430  -0.695  0.030
C  -2.252  -2.205  0.690  2.488
C  -1.805  -3.631  1.023  -1.961
C  -3.747  -2.224  0.344  -1.958
C  -2.090  -1.371  1.961  -1.050
C  -1.127  -2.764  -2.082  2.794
C  -0.243  -3.937  -1.600  -2.014
C  -2.380  -3.500  -2.606  -1.951
C  -0.465  -2.051  -3.268  -1.360
H  3.459  4.458  2.892  0.476
H  3.073  4.339  1.182  0.351
H  3.009  2.899  2.192  -0.030
H  1.149  3.989  3.539  0.483
H  1.227  6.099  1.334  0.298
H  1.723  6.348  3.011  0.456
H  0.029  6.012  2.628  0.366
H  1.408  3.847  -0.196  0.568
H  0.958  3.118  -2.135  0.616
H  -1.421  1.571  -3.216  0.362
H  0.064  0.788  -2.658  -0.504
H  0.115  1.962  -3.975  0.597
H  -1.926  3.969  -2.566  0.281
H  -0.517  4.414  -3.521  0.436
H  -0.664  4.982  -1.853  0.335
H  -0.996  3.106  3.232  0.538
H  -3.496  1.063  1.459  -0.212
H  -2.788  2.274  4.165  0.515
H  -2.085  0.736  3.676  0.157
H  -3.837  0.915  3.815  0.440
H  -3.562  3.911  2.537  0.336
H  -4.946  2.817  2.439  0.480
H  -4.175  3.401  0.964  0.287
H  -3.406  3.146  -0.993  0.922
H  -5.105  2.389  -2.600  0.428
H  -5.028  0.019  -3.396  0.508
H  -3.358  -1.470  -2.516  0.056
H  -2.117  -4.351  0.269  0.355
H  -2.275  -3.924  1.965  0.527
H  -0.723  -3.711  1.153  0.256
H  -3.961  -2.709  -0.605  0.225
H  -4.165  -1.218  0.311  0.270
H  -4.269  -2.779  1.127  0.673
H  -1.259  -1.741  2.572  0.154
H  -2.984  -1.458  2.583  0.762
H  -1.960  -0.313  1.745  -0.794
H  -0.852  -4.762  -1.239  0.384
H  0.469  -3.674  -0.831  0.098
H  0.321  -4.310  -2.454  0.529
H  -2.945  -3.991  -1.815  0.310
H  -2.003  -4.293  -3.257  0.527
H  -3.058  -2.920  -3.223  0.532
H  0.492  -1.610  -2.985  -0.181
H  -1.100  -1.258  -3.666  0.105
H  -0.287  -2.774  -4.069  0.738
Se  2.560  0.936  -1.418  -0.149
C  4.328  1.073  -0.797  0.195
N  5.419  1.088  -0.421  -0.590
C  2.921  -4.657  -2.930  -1.359
Ge  3.340  -2.845  -2.318  0.556
C  5.151  -2.841  -1.568  -1.214
C  3.249  -1.666  -3.866  -1.027
C  2.280  -2.408  -0.684  -0.077
H  3.789  -5.016  -3.487  0.448
H  2.066  -4.674  -3.604  0.405
H  2.740  -5.347  -2.106  0.413
H  5.875  -3.101  -2.340  0.428
H  5.234  -3.578  -0.767  0.366
H  5.423  -1.858  -1.179  0.342
H  4.058  -1.972  -4.533  0.492
H  2.310  -1.779  -4.405  0.322
H  3.391  -0.618  -3.616  0.230
H  2.485  -3.245  0.002  0.796

Summary:
E_LUMO: -2.549 eV
Total charge: +1
Highest occupied orbital energy: -9.9 eV
F_max: 0.800 eV/A
E_tot: -6538.97981 a.u.

No. 2
ORCA calculation (wB97M-V/def2-TZVPD) on 10 unconnected molecules or ions with the total composition C38H69BBr4N3O26 at a distorted geometry.

Last column: Mulliken charge in e.
Atoms and positions in Å:
O  1.542  3.068  2.943  -0.625
C  0.699  2.218  2.661  0.615
O  0.869  1.289  1.691  -0.409
B  -0.361  0.411  1.683  0.843
O  -1.264  0.981  2.643  -0.437
C  -0.717  1.959  3.322  0.579
O  -1.239  2.623  4.204  -0.622
O  -0.139  -1.016  2.052  -0.461
C  -0.635  -1.805  1.073  0.558
O  -0.840  -3.030  1.093  -0.619
C  -1.195  -0.962  -0.062  0.639
O  -0.876  0.327  0.245  -0.424
O  -1.776  -1.443  -1.073  -0.640
C  12.106  8.216  12.237  -0.711
O  11.004  8.055  13.206  -0.315
C  9.906  7.272  12.823  -0.642
C  8.522  7.982  13.207  -0.353
N  7.308  7.228  13.008  -0.389
C  6.090  8.007  13.174  -0.596
C  5.657  8.631  11.822  -0.464
O  5.700  7.595  10.861  -0.364
C  4.439  7.321  10.207  -0.750
H  11.829  8.175  11.183  0.322
H  12.954  7.553  12.405  0.262
H  12.468  9.236  12.370  0.265
H  9.939  6.364  13.425  0.288
H  9.775  6.956  11.788  0.354
H  8.486  8.847  12.544  0.230
H  8.585  8.361  14.227  0.350
H  7.367  6.995  12.027  0.305
H  6.446  8.803  13.828  0.314
H  5.254  7.587  13.733  0.324
H  6.407  9.376  11.553  0.263
H  4.686  9.126  11.834  0.443
H  4.036  8.200  9.704  0.300
H  3.759  6.867  10.928  0.322
H  4.672  6.520  9.507  0.244
C  4.021  -0.200  -15.312  -0.693
O  3.089  -0.778  -14.370  -0.277
C  3.431  -0.502  -13.066  -0.571
C  2.435  -1.473  -12.331  -0.632
N  2.472  -1.505  -10.892  -0.389
C  1.539  -2.406  -10.182  -0.705
C  0.167  -1.709  -10.074  -0.502
O  0.415  -0.400  -9.657  -0.438
C  0.711  -0.117  -8.360  -0.775
H  4.959  -0.617  -14.946  0.310
H  4.048  0.875  -15.130  0.267
H  3.867  -0.515  -16.344  0.238
H  3.273  0.553  -12.843  0.357
H  4.440  -0.854  -12.854  0.408
H  2.617  -2.382  -12.905  0.374
H  1.524  -0.926  -12.573  0.250
H  1.993  -0.649  -10.653  0.390
H  1.716  -2.512  -9.112  0.363
H  1.455  -3.435  -10.532  0.371
H  -0.495  -2.060  -9.282  0.421
H  -0.394  -1.846  -10.998  0.294
H  1.079  0.893  -8.181  0.285
H  1.314  -0.856  -7.832  0.330
H  -0.165  -0.062  -7.714  0.324
C  -8.915  -5.112  -5.881  -0.750
O  -7.758  -5.841  -6.042  -0.243
C  -6.508  -5.280  -5.542  -0.717
C  -5.358  -6.262  -5.960  -0.615
N  -5.799  -7.635  -5.731  -0.315
C  -4.726  -8.509  -6.145  -0.694
C  -4.262  -8.602  -7.580  -0.595
O  -5.400  -8.503  -8.406  -0.275
C  -5.287  -8.533  -9.834  -0.761
H  -9.176  -5.145  -4.823  0.305
H  -9.710  -5.659  -6.389  0.217
H  -8.830  -4.093  -6.257  0.284
H  -6.494  -5.003  -4.488  0.386
H  -6.417  -4.347  -6.097  0.358
H  -4.637  -6.041  -5.173  0.373
H  -4.922  -5.913  -6.896  0.411
H  -5.835  -7.667  -4.722  0.283
H  -4.964  -9.535  -5.864  0.371
H  -3.842  -8.164  -5.609  0.393
H  -3.873  -9.608  -7.735  0.414
H  -3.490  -7.845  -7.719  0.341
H  -5.288  -9.571  -10.168  0.264
H  -4.391  -8.061  -10.237  0.313
H  -6.155  -8.057  -10.291  0.250
Br  2.524  -8.664  1.823  -0.180
C  1.235  -9.641  0.644  -0.523
C  2.168  -10.386  -0.179  -0.686
Br  1.023  -11.395  -1.512  -0.205
H  0.624  -8.920  0.100  0.403
H  0.643  -10.277  1.303  0.367
H  2.754  -11.104  0.395  0.408
H  2.876  -9.774  -0.738  0.417
Br  -2.642  -4.535  9.752  -0.149
C  -1.825  -4.875  7.998  -0.597
C  -2.852  -5.092  6.947  -0.564
Br  -3.874  -3.454  6.579  -0.102
H  -1.000  -5.575  8.130  0.381
H  -1.346  -3.938  7.714  0.334
H  -3.578  -5.860  7.214  0.363
H  -2.302  -5.186  6.011  0.335
C  -7.497  0.299  2.331  -0.240
C  -8.503  0.140  3.354  -0.284
O  -9.700  -0.177  2.577  -0.327
C  -9.329  -0.531  1.371  0.691
O  -10.116  -1.049  0.571  -0.603
O  -8.095  -0.191  1.155  -0.289
H  -6.782  -0.456  2.657  0.265
H  -7.143  1.329  2.307  0.278
H  -8.691  1.115  3.804  0.245
H  -8.060  -0.470  4.142  0.266
C  -0.757  10.278  2.975  -0.278
C  0.427  10.131  3.769  -0.238
O  0.532  11.329  4.565  -0.332
C  -0.140  12.325  3.838  0.679
O  -0.166  13.525  3.912  -0.519
O  -0.814  11.733  2.822  -0.341
H  -1.589  9.685  3.355  0.253
H  -0.635  10.008  1.926  0.253
H  1.343  9.920  3.217  0.249
H  0.218  9.328  4.477  0.274
C  4.841  -2.435  5.410  -0.200
C  6.188  -2.810  4.807  -0.448
O  6.729  -1.731  4.077  -0.293
C  6.198  -0.647  4.583  0.675
O  6.559  0.532  4.393  -0.556
O  5.086  -1.039  5.417  -0.343
H  4.781  -2.810  6.432  0.238
H  3.959  -2.506  4.773  0.273
H  6.082  -3.809  4.385  0.353
H  6.893  -2.935  5.630  0.302
C  -4.724  2.968  -3.994  -0.287
C  -5.198  3.430  -5.349  -0.272
O  -6.416  2.658  -5.518  -0.340
C  -6.869  2.322  -4.300  0.640
O  -7.865  1.777  -4.091  -0.452
O  -5.955  2.799  -3.380  -0.332
H  -4.149  3.595  -3.312  0.260
H  -4.216  2.005  -4.045  0.252
H  -4.420  3.129  -6.051  0.276
H  -5.375  4.492  -5.518  0.255

Summary:
E_LUMO: 1.335 eV
Total charge: -1
Highest occupied orbital energy: -7.4 eV
F_max: 4.992 eV/A
E_tot: -13930.67538 a.u.